# 1
C52H71BN3OP2S2Ta as an isolated structure. Source: OMol25; level of theory: ωB97M-V/def2-TZVPD.

Charge: +2
HOMO-LUMO gap: 6.33 eV

```
133
Properties=species:S:1:pos:R:3:lowdin_charge:R:1
Ta 0.16 -0.92 -0.19 1.42
C -4.64 2.90 -2.43 -0.08
C -3.21 2.37 -2.53 -0.70
C -3.25 0.92 -3.02 -0.12
C -2.43 3.16 -3.59 -0.10
P -2.21 2.36 -0.93 1.15
C -3.16 1.16 0.13 -0.27
N -2.42 0.72 1.30 0.01
B -1.12 0.10 1.36 -0.61
N -0.74 0.10 2.75 -0.07
C 0.45 -0.44 3.35 -0.27
P 1.79 -0.40 2.08 1.13
C 2.49 1.33 2.20 -0.65
C 3.69 1.43 1.25 -0.08
C 2.91 1.80 3.60 -0.06
C 1.41 2.30 1.72 -0.11
C 3.08 -1.66 2.64 -0.65
C 4.02 -1.14 3.73 -0.08
C 3.93 -2.05 1.42 -0.09
C 2.38 -2.89 3.22 -0.09
C -1.80 0.63 3.50 -0.19
C -1.94 0.77 4.87 0.00
C -3.12 1.29 5.35 -0.07
C -4.16 1.64 4.48 -0.07
C -4.02 1.49 3.11 -0.01
C -2.82 0.99 2.61 -0.18
C -2.44 4.01 -0.07 -0.69
C -2.13 5.15 -1.04 -0.09
C -3.82 4.24 0.57 -0.07
C -1.40 4.07 1.05 -0.10
H -5.14 2.75 -3.38 0.10
H -5.22 2.39 -1.66 0.08
H -4.66 3.97 -2.22 0.07
H -3.59 0.91 -4.06 0.10
H -2.26 0.47 -2.99 0.04
H -3.95 0.30 -2.46 0.08
H -2.87 2.97 -4.57 0.09
H -2.45 4.24 -3.42 0.06
H -1.38 2.84 -3.64 0.06
H -4.13 1.55 0.44 0.09
H -3.36 0.29 -0.50 0.07
H 0.73 0.14 4.22 0.10
H 0.29 -1.47 3.69 0.08
H 4.55 0.87 1.60 0.07
H 3.43 1.07 0.25 0.05
H 3.99 2.47 1.16 0.10
H 3.87 1.41 3.92 0.07
H 3.00 2.89 3.57 0.10
H 2.17 1.57 4.38 0.08
H 1.01 2.06 0.74 0.04
H 0.57 2.35 2.43 0.08
H 1.85 3.30 1.67 0.10
H 4.68 -0.35 3.38 0.07
H 3.48 -0.78 4.61 0.09
H 4.64 -1.98 4.05 0.10
H 4.42 -1.19 0.97 0.07
H 4.71 -2.74 1.75 0.10
H 3.34 -2.56 0.66 0.04
H 1.99 -2.69 4.22 0.09
H 1.58 -3.28 2.60 0.04
H 3.13 -3.68 3.33 0.09
H -1.15 0.47 5.55 0.11
H -3.26 1.42 6.42 0.11
H -5.08 2.03 4.88 0.11
H -4.85 1.74 2.46 0.11
H -2.95 5.34 -1.73 0.07
H -1.98 6.07 -0.46 0.09
H -1.22 4.98 -1.61 0.06
H -4.65 4.04 -0.11 0.06
H -3.94 3.64 1.46 0.06
H -3.89 5.29 0.88 0.10
H -0.39 4.04 0.64 0.06
H -1.52 5.01 1.60 0.10
H -1.51 3.25 1.76 0.07
C -1.80 -2.49 2.34 -0.01
C -2.52 -2.45 1.03 -0.27
C -3.87 -2.87 1.05 0.01
C -4.59 -2.98 -0.09 0.04
C -3.95 -2.73 -1.32 -0.15
C -4.59 -2.96 -2.56 0.00
C -3.90 -2.78 -3.73 -0.04
C -2.57 -2.35 -3.70 -0.08
C -1.95 -2.08 -2.51 -0.58
S -0.31 -1.47 -2.48 0.72
C -2.62 -2.27 -1.29 -0.24
N -1.92 -2.08 -0.10 0.02
H -2.02 -3.45 2.81 0.12
H -2.18 -1.71 3.01 0.10
H -0.73 -2.41 2.23 0.03
H -4.31 -3.10 2.01 0.13
H -5.62 -3.30 -0.08 0.14
H -5.61 -3.30 -2.56 0.13
H -4.38 -2.98 -4.68 0.12
H -2.02 -2.20 -4.63 0.12
O 1.38 0.46 -1.01 -0.73
S 1.52 1.04 -2.49 1.08
C 2.48 2.49 -2.29 -0.40
C 1.75 3.67 -2.38 -0.07
C 2.42 4.88 -2.21 -0.04
C 3.78 4.88 -1.98 -0.03
C 4.50 3.69 -1.90 -0.04
C 3.85 2.48 -2.06 -0.06
C 2.68 -0.08 -3.25 -0.42
C 3.05 0.22 -4.55 -0.06
C 3.91 -0.64 -5.21 -0.04
C 4.40 -1.77 -4.56 -0.04
C 4.02 -2.05 -3.26 -0.04
C 3.14 -1.20 -2.59 -0.09
H 0.68 3.65 -2.56 0.09
H 1.87 5.81 -2.28 0.12
H 4.30 5.82 -1.86 0.12
H 5.57 3.71 -1.73 0.12
H 4.41 1.55 -2.03 0.12
H 2.67 1.10 -5.05 0.13
H 4.21 -0.43 -6.22 0.12
H 5.08 -2.44 -5.08 0.12
H 4.40 -2.93 -2.76 0.11
H 2.86 -1.43 -1.57 0.08
C 0.38 -6.21 -0.51 -0.03
C 1.61 -5.37 -0.15 -0.61
C 2.61 -5.37 -1.31 -0.03
C 2.28 -5.92 1.12 -0.03
C 1.17 -3.99 0.07 -0.07
C 0.81 -2.84 0.26 -0.21
H 0.69 -7.24 -0.70 0.10
H -0.11 -5.83 -1.41 0.09
H -0.34 -6.22 0.30 0.09
H 2.94 -6.39 -1.50 0.10
H 3.49 -4.77 -1.07 0.08
H 2.15 -4.98 -2.22 0.09
H 2.57 -6.95 0.95 0.10
H 1.60 -5.89 1.97 0.09
H 3.17 -5.35 1.37 0.08
```

***

# 2
C52H78BGeN8ORuS as an isolated structure. Source: OMol25; level of theory: ωB97M-V/def2-TZVPD.

<S²>: 6.028
Charge: +1
HOMO-LUMO gap (alpha / beta): 6.13 / 7.23 eV
Spin multiplicity: 5

```
143
Properties=species:S:1:pos:R:3:lowdin_charge:R:1
Ru 0.78 -0.10 0.14 1.13
C -4.17 1.46 -0.44 -0.04
C -2.72 1.35 0.01 -0.39
C -2.33 2.50 0.96 -0.04
C -1.76 1.38 -1.14 -0.26
C -2.00 1.75 -2.46 0.03
C -0.75 1.88 -3.06 -0.19
C -0.62 2.18 -4.53 -0.34
C -1.13 3.59 -4.86 -0.04
C 0.76 1.96 -5.14 -0.06
N 0.19 1.58 -2.13 0.06
N -0.44 1.21 -0.98 -0.05
B 1.57 2.32 -1.91 -0.49
N 2.79 1.39 -1.85 0.04
N 2.83 0.28 -1.06 0.05
C 4.11 -0.13 -1.06 -0.26
C 4.88 0.70 -1.87 0.03
C 4.02 1.67 -2.35 -0.19
C 4.54 2.86 -3.12 -0.34
C 3.84 3.19 -4.44 -0.06
C 4.62 4.08 -2.20 -0.03
C 4.77 -1.26 -0.30 -0.34
C 4.32 -1.32 1.17 -0.06
C 4.69 -2.59 -1.07 -0.05
N 1.48 3.01 -0.51 0.06
N 1.54 2.17 0.56 0.05
C 1.60 2.91 1.66 -0.27
C 1.59 4.26 1.31 0.03
C 1.50 4.30 -0.08 -0.18
C 1.33 5.59 -0.84 -0.34
C 0.16 6.37 -0.22 -0.06
C 1.09 5.50 -2.34 -0.07
C 1.63 2.35 3.05 -0.27
C 2.35 1.01 3.12 -0.20
C 0.21 2.26 3.64 -0.05
H -4.83 1.47 0.42 0.08
H -4.44 0.62 -1.08 0.08
H -4.32 2.39 -1.00 0.08
H -2.56 0.42 0.55 0.02
H -2.54 3.47 0.51 0.09
H -1.26 2.43 1.17 0.05
H -2.88 2.42 1.90 0.08
H -2.95 1.91 -2.93 0.12
H -1.32 1.48 -5.01 0.14
H -0.44 4.35 -4.49 0.07
H -2.11 3.76 -4.40 0.08
H -1.23 3.70 -5.94 0.09
H 1.40 2.81 -4.94 0.04
H 0.67 1.85 -6.22 0.09
H 1.24 1.07 -4.73 0.09
H 1.73 3.10 -2.78 0.09
H 5.93 0.62 -2.07 0.12
H 5.56 2.57 -3.38 0.13
H 2.93 3.76 -4.29 0.04
H 3.60 2.28 -4.99 0.08
H 4.51 3.79 -5.06 0.09
H 3.64 4.32 -1.78 0.05
H 4.99 4.94 -2.75 0.09
H 5.30 3.88 -1.37 0.09
H 5.83 -1.00 -0.29 0.13
H 4.47 -2.32 1.59 0.08
H 3.28 -1.02 1.28 0.02
H 4.92 -0.64 1.76 0.09
H 3.70 -2.81 -1.48 0.05
H 5.01 -3.43 -0.44 0.08
H 5.37 -2.55 -1.93 0.09
H 1.67 5.10 1.98 0.12
H 2.24 6.18 -0.67 0.14
H -0.77 5.81 -0.36 0.09
H 0.05 7.34 -0.71 0.08
H 0.30 6.54 0.84 0.07
H 0.27 4.82 -2.55 0.07
H 1.98 5.16 -2.88 0.05
H 0.84 6.48 -2.72 0.09
H 2.21 3.06 3.66 0.15
H 0.80 -0.20 3.00 -0.03
H 2.57 0.77 4.17 0.13
H 3.30 1.08 2.58 0.12
H -0.37 1.48 3.14 0.05
H -0.31 3.21 3.49 0.09
H 0.25 2.06 4.71 0.07
C -1.48 -0.36 5.10 -0.36
S -0.46 -1.66 4.35 0.78
C 0.50 -2.12 5.82 -0.37
O 1.65 -0.09 2.54 -0.21
H -2.04 -0.78 5.93 0.05
H -2.16 -0.01 4.33 0.01
H -0.84 0.44 5.45 0.02
H -0.17 -2.25 6.67 0.04
H 1.23 -1.35 6.05 0.04
H 1.01 -3.06 5.61 0.03
N 1.26 -5.18 0.37 0.07
C 1.51 -4.62 -0.98 -0.09
C 0.99 -3.17 -0.99 -0.16
N 1.58 -2.36 0.07 -0.10
C 1.47 -2.98 1.39 -0.20
C 2.01 -4.41 1.40 -0.08
H 1.47 -6.17 0.42 0.19
H 0.24 -5.07 0.55 0.16
H 0.98 -5.21 -1.72 0.14
H 2.58 -4.66 -1.18 0.12
H -0.09 -3.18 -0.86 0.10
H 1.21 -2.72 -1.96 0.14
H 2.55 -2.17 -0.13 0.04
H 0.42 -2.96 1.69 0.07
H 2.01 -2.39 2.12 0.10
H 1.86 -4.87 2.37 0.14
H 3.07 -4.44 1.14 0.13
C -0.87 -0.79 1.06 -0.29
Ge -2.38 -1.97 0.92 0.86
C -3.15 -1.92 -0.91 -0.29
C -4.44 -2.39 -1.14 -0.12
C -4.94 -2.50 -2.42 -0.08
C -4.17 -2.10 -3.50 -0.08
C -2.90 -1.57 -3.29 -0.08
C -2.39 -1.49 -2.00 -0.13
C -2.28 -4.01 1.16 -0.29
C -1.98 -4.57 2.40 -0.15
C -2.04 -5.94 2.61 -0.09
C -2.44 -6.79 1.57 -0.10
C -2.76 -6.25 0.34 -0.09
C -2.66 -4.88 0.13 -0.12
C -3.88 -1.68 2.19 -0.26
C -4.75 -2.72 2.50 -0.11
C -5.86 -2.51 3.31 -0.08
C -6.12 -1.24 3.81 -0.08
C -5.26 -0.20 3.52 -0.08
C -4.15 -0.42 2.71 -0.13
H -5.06 -2.68 -0.29 0.10
H -5.93 -2.91 -2.59 0.11
H -4.56 -2.18 -4.51 0.10
H -2.32 -1.23 -4.14 0.10
H -1.40 -1.08 -1.83 0.07
H -1.73 -3.91 3.23 0.05
H -1.82 -6.36 3.58 0.10
H -2.54 -7.85 1.74 0.10
H -3.12 -6.89 -0.46 0.10
H -2.94 -4.47 -0.84 0.09
H -4.58 -3.72 2.11 0.09
H -6.53 -3.33 3.53 0.11
H -6.99 -1.07 4.43 0.10
H -5.46 0.79 3.90 0.11
H -3.49 0.41 2.47 0.07
```

***

# 3
A 13-piece molecular cluster, C52H78O39 overall. Source: OMol25; level of theory: ωB97M-V/def2-TZVPD.

Charge: 0
HOMO-LUMO gap: 9.71 eV

```
169
Properties=species:S:1:pos:R:3:lowdin_charge:R:1
C 3.99 3.53 4.52 -0.02
C 2.60 2.93 4.44 -0.33
C 2.65 1.90 3.33 -0.17
O 2.25 0.71 3.90 0.05
C 2.03 0.92 5.27 -0.37
O 1.58 0.03 6.07 0.08
O 2.43 2.19 5.61 0.09
H 3.95 4.50 4.03 0.08
H 4.80 2.89 4.17 0.09
H 4.25 3.78 5.55 0.09
H 1.81 3.65 4.22 0.15
H 3.53 1.67 2.74 0.13
H 1.91 2.27 2.62 0.12
C -1.18 -3.48 2.88 0.00
C -1.49 -3.49 4.41 -0.28
C -0.85 -2.42 5.15 -0.13
O -1.85 -1.68 5.83 0.08
C -3.05 -2.22 5.45 -0.52
O -4.11 -1.74 5.80 0.13
O -2.91 -3.19 4.55 0.10
H -0.60 -4.35 2.58 0.07
H -0.55 -2.72 2.43 0.07
H -2.14 -3.66 2.39 0.08
H -1.23 -4.45 4.84 0.16
H -0.21 -1.77 4.56 0.13
H -0.22 -2.76 5.97 0.14
C -3.93 1.59 5.11 -0.02
C -5.31 1.14 5.49 -0.34
C -5.34 0.99 6.94 -0.15
O -5.95 2.19 7.34 0.05
C -6.70 2.71 6.25 -0.48
O -7.47 3.68 6.29 0.11
O -6.26 2.16 5.15 0.11
H -3.01 1.15 5.50 0.10
H -3.96 2.63 5.43 0.10
H -3.92 1.46 4.03 0.08
H -5.61 0.25 4.93 0.14
H -4.37 0.90 7.43 0.15
H -5.97 0.13 7.18 0.14
C 0.71 -1.44 -0.26 -0.04
C 0.50 -0.14 0.46 -0.25
C 0.12 1.07 -0.57 -0.14
O -1.06 1.46 -0.16 0.09
C -1.49 0.86 0.96 -0.49
O -2.40 1.19 1.65 0.15
O -0.53 -0.02 1.48 0.08
H 1.53 -1.93 0.28 0.07
H 1.14 -1.38 -1.25 0.06
H -0.13 -2.13 -0.34 0.08
H 1.50 0.03 0.84 0.13
H 0.11 0.59 -1.55 0.10
H 0.96 1.76 -0.54 0.12
C 3.19 -3.43 -6.48 0.00
C 1.72 -3.28 -6.01 -0.28
C 1.21 -4.31 -4.94 -0.12
O 0.13 -3.70 -4.37 0.10
C 0.51 -2.45 -4.24 -0.49
O 0.07 -1.61 -3.48 0.13
O 1.48 -2.18 -5.20 0.05
H 3.90 -3.60 -5.67 0.07
H 3.63 -2.58 -6.99 0.07
H 3.30 -4.39 -7.00 0.09
H 1.05 -3.37 -6.87 0.16
H 1.84 -4.67 -4.12 0.12
H 0.84 -5.21 -5.43 0.15
C -2.64 4.95 2.07 -0.01
C -2.62 4.63 3.53 -0.35
C -1.49 3.65 4.00 -0.03
O -1.07 4.38 5.16 0.11
C -1.49 5.55 5.24 -0.63
O -1.20 6.40 6.05 0.14
O -2.31 5.77 4.20 0.10
H -2.59 3.97 1.60 0.07
H -1.88 5.60 1.65 0.10
H -3.53 5.48 1.73 0.09
H -3.57 4.17 3.81 0.14
H -0.64 3.62 3.32 0.13
H -1.93 2.72 4.35 0.10
C -5.71 -0.45 2.05 0.01
C -6.14 0.97 1.59 -0.31
C -5.33 1.51 0.39 -0.10
O -6.32 1.89 -0.52 0.09
C -7.52 1.49 -0.13 -0.55
O -8.61 1.51 -0.70 0.11
O -7.37 0.91 1.03 0.10
H -4.80 -0.68 2.60 0.08
H -5.66 -0.95 1.09 0.05
H -6.48 -0.92 2.67 0.09
H -6.20 1.70 2.40 0.15
H -4.82 0.65 -0.01 0.11
H -4.74 2.37 0.71 0.13
C -0.84 1.56 -4.17 0.01
C -2.25 2.06 -3.86 -0.31
C -3.02 1.27 -2.86 -0.08
O -3.63 2.23 -1.96 0.06
C -3.15 3.46 -2.14 -0.46
O -3.31 4.50 -1.40 0.08
O -2.34 3.29 -3.18 0.08
H -0.04 1.71 -3.44 0.07
H -0.48 2.08 -5.06 0.09
H -0.99 0.50 -4.35 0.08
H -2.81 2.20 -4.79 0.16
H -2.26 0.66 -2.36 0.11
H -3.70 0.49 -3.22 0.14
C 5.01 6.88 -0.19 -0.03
C 4.63 5.46 -0.48 -0.30
C 4.90 4.42 0.48 -0.05
O 3.60 3.96 0.91 0.09
C 2.67 4.69 0.43 -0.62
O 1.46 4.48 0.41 0.11
O 3.20 5.66 -0.30 0.07
H 6.09 6.89 -0.33 0.09
H 4.79 7.22 0.82 0.10
H 4.58 7.59 -0.90 0.10
H 4.71 5.27 -1.55 0.17
H 5.56 4.66 1.32 0.15
H 5.24 3.53 -0.05 0.14
C 2.76 0.50 -6.85 -0.01
C 3.65 0.34 -5.59 -0.20
C 4.62 1.50 -5.25 -0.09
O 4.02 2.24 -4.24 0.07
C 3.07 1.51 -3.64 -0.59
O 2.48 1.78 -2.57 0.09
O 2.78 0.55 -4.42 0.07
H 1.99 -0.27 -6.81 0.07
H 3.34 0.10 -7.68 0.08
H 2.28 1.45 -7.10 0.10
H 3.95 -0.71 -5.55 0.13
H 4.41 2.25 -6.01 0.14
H 5.64 1.16 -5.08 0.14
C 1.76 -5.27 -1.14 0.01
C 3.06 -6.06 -1.13 -0.31
C 3.01 -7.51 -1.48 -0.10
O 3.90 -7.61 -2.55 0.08
C 4.39 -6.43 -2.96 -0.51
O 5.07 -6.28 -3.95 0.15
O 3.70 -5.49 -2.24 0.01
H 1.41 -5.31 -2.17 0.08
H 2.04 -4.21 -1.19 0.07
H 1.02 -5.54 -0.39 0.10
H 3.77 -5.83 -0.33 0.16
H 2.10 -7.99 -1.86 0.15
H 3.32 -8.10 -0.61 0.14
C 4.41 -0.83 -1.64 0.01
C 4.98 -2.24 -1.49 -0.34
C 5.80 -2.79 -2.62 -0.09
O 7.13 -2.30 -2.36 0.07
C 7.13 -1.99 -1.03 -0.49
O 8.11 -1.44 -0.53 0.12
O 5.92 -2.26 -0.45 0.09
H 5.10 -0.24 -2.23 0.09
H 4.22 -0.31 -0.70 0.10
H 3.52 -1.01 -2.25 0.08
H 4.16 -2.93 -1.27 0.13
H 5.56 -2.49 -3.64 0.13
H 5.78 -3.88 -2.62 0.12
C -4.95 -2.85 -0.69 -0.01
C -4.30 -3.18 -1.99 -0.38
C -2.96 -2.61 -2.22 -0.18
O -2.22 -3.66 -2.62 0.06
C -2.88 -4.85 -2.37 -0.42
O -2.46 -5.99 -2.54 0.13
O -4.18 -4.56 -1.97 0.09
H -6.03 -2.99 -0.65 0.10
H -4.73 -1.78 -0.57 0.06
H -4.63 -3.40 0.19 0.10
H -4.85 -2.94 -2.89 0.17
H -2.61 -2.15 -1.30 0.13
H -2.93 -1.91 -3.05 0.14
```

***

The total energy results, record by record, are as follows: -104060.6232; -139760.9865; -135035.7962 eV.
The max |F| results, record by record, are as follows: 1.08; 1.24; 6.66 eV/A.